# C25H35AsBrCrGeN3O2STe

A molecular structure, C25H35AsBrCrGeN3O2STe (wB97M-V/def2-TZVPD, the OMol25 dataset).

The geometry in XYZ format:
```
71
Properties=species:S:1:pos:R:3:forces:R:3
Cr 0.41942 1.39401 -0.24399 -0.1 0.4 -0.1
C 2.98655 4.90933 1.24637 -0.1 0.0 0.0
N 3.41511 3.59990 1.68699 0.1 0.0 0.0
C 4.43779 2.86887 1.11350 0.0 -0.2 0.1
C 4.47293 1.67102 1.73113 0.0 0.1 -0.1
N 3.47070 1.69068 2.68115 0.0 0.1 0.0
C 2.80108 2.87163 2.65231 -0.1 -0.1 0.1
S 1.51334 3.30166 3.63840 -0.1 0.1 0.0
H 3.85843 5.54941 1.11741 0.0 0.0 0.0
H 2.33049 5.31966 2.01107 0.0 0.0 0.0
H 2.44663 4.81056 0.30264 0.0 0.0 0.0
H 5.02282 3.25836 0.30265 0.0 0.0 -0.1
H 5.10825 0.81940 1.57770 0.0 0.0 0.0
H 3.12458 0.90899 3.21273 0.0 0.0 0.0
Te 1.94852 2.60280 -1.82087 0.2 0.1 -0.2
C 0.13788 -0.35337 -3.70443 0.1 0.0 0.0
As 0.78453 -0.53707 -1.87835 -0.1 -0.5 -0.2
C 2.65101 -0.99684 -2.19476 0.0 0.1 -0.1
C 0.03692 -2.34639 -1.42357 -0.1 0.1 0.2
C 0.41313 -3.48014 -2.31045 0.0 0.0 0.0
C 1.49100 -4.30749 -1.99387 0.0 0.0 0.0
C 1.85944 -5.35387 -2.82427 0.0 0.0 0.0
C 1.15233 -5.60137 -3.99239 0.0 0.0 0.0
C 0.06913 -4.79587 -4.31312 0.0 0.0 0.0
C -0.29530 -3.74992 -3.48084 0.0 0.0 0.0
H 0.37110 -1.24174 -4.29126 0.0 0.0 0.0
H 0.64045 0.52446 -4.11007 0.0 0.0 0.0
H -0.93792 -0.17889 -3.70165 0.0 0.0 0.0
H 2.78924 -2.07507 -2.24702 0.0 0.0 0.0
H 3.25765 -0.55294 -1.40789 0.0 0.0 0.0
H 2.94218 -0.53063 -3.13524 0.0 0.0 0.1
H -1.04897 -2.21833 -1.39549 0.1 0.0 0.0
H 0.37305 -2.52835 -0.39893 0.0 0.0 0.0
H 2.03971 -4.12654 -1.07627 0.0 0.0 0.0
H 2.69933 -5.98124 -2.55415 0.0 0.0 0.0
H 1.43767 -6.41762 -4.64282 0.0 0.0 0.0
H -0.49853 -4.98470 -5.21555 0.0 0.0 0.0
H -1.14885 -3.13218 -3.73610 0.0 0.0 0.0
C -3.88432 2.51104 0.59608 0.0 0.0 0.0
Ge -2.23139 2.96539 1.59424 0.0 0.1 0.1
C -2.53031 4.78208 2.30308 0.0 0.0 0.0
C -2.18581 1.77557 3.15290 0.0 0.0 0.0
C -0.68450 3.01531 0.43019 0.0 0.1 0.0
H -4.69637 3.15246 0.94074 -0.1 0.0 0.0
H -4.18690 1.47504 0.76012 0.0 0.0 0.0
H -3.76156 2.67040 -0.47648 0.0 0.0 0.0
H -3.41362 4.82333 2.94171 -0.1 0.0 0.0
H -2.66027 5.48704 1.48073 0.0 0.0 0.0
H -1.66346 5.09555 2.88570 0.0 0.0 0.0
H -2.97102 2.07674 3.84870 0.0 0.0 0.0
H -1.21940 1.83361 3.65285 0.0 0.0 0.0
H -2.36063 0.73572 2.87703 0.0 0.0 0.0
H 0.02219 3.70029 0.91721 0.0 -0.1 0.0
H -1.03441 3.54117 -0.47185 0.1 -0.1 0.0
Br -1.32188 -4.43099 2.50273 0.0 0.0 0.0
C -2.24490 -3.10963 1.51029 0.0 0.0 -0.1
C -3.34978 -3.55102 0.79398 0.0 0.1 0.0
C -4.07832 -2.66447 0.01747 0.0 0.0 0.0
C -3.70323 -1.33027 -0.05455 0.1 0.0 0.0
C -2.58579 -0.90303 0.63909 0.0 -0.1 0.0
C -1.83718 -1.77954 1.43236 0.0 0.1 0.0
C -0.62676 -1.24021 2.15267 -0.1 -0.3 0.3
O -0.14204 -1.72912 3.13182 -0.1 0.2 -0.2
O -0.19242 -0.09875 1.56848 0.3 -0.1 -0.1
H -3.62989 -4.59315 0.85122 0.0 0.0 0.0
H -4.93993 -3.02353 -0.53035 0.0 0.0 0.0
H -4.27001 -0.62293 -0.64480 0.0 0.0 0.0
H -2.28615 0.13572 0.58734 0.0 -0.1 0.0
N 2.02740 -0.79925 1.42889 0.1 0.3 -0.1
C 1.17939 0.05619 1.06484 -0.1 -0.2 0.3
H 2.89041 -0.56694 0.93486 0.0 -0.1 0.0
```
Positions in Å, forces in eV/Å.

Output
Net charge ... -1
Total energy ... -269005.86531 eV
Spin multiplicity ... 4
HOMO energy (spin up / spin down) ... -0.1244 / -0.1386 Eh
Kohn-Sham gap (spin up / spin down) ... 0.2102 / 0.2244 hartree
LUMO (spin up / spin down) ... 2.34 / 2.34 eV

Quick look at the Mulliken charges, all values in e: 0.33 -0.88 0.35 -0.32 -0.70 0.06 -0.28 -0.38 0.32 0.29 0.20 0.47 0.47 0.33 -0.82 -1.27 0.89 -1.15 -0.78 0.20 -0.23 -0.70 -0.43 -0.72 -0.26 0.47 0.37 0.33 0.36 0.27 0.39 0.28 0.36 0.46 0.38 0.37 0.37 0.44 -1.36 0.55 -1.35 -0.95 -0.68 0.47 0.31 0.37 0.38 0.36 0.33 0.54 0.17 0.20 -0.08 0.54 -0.14 0.23 -0.48 -0.67 -0.89 0.16 0.58 -0.38 -0.56 0.35 0.41 0.38 0.48 0.28 -0.74 -0.08 0.40


# C25H35B2F4N8NaO4S

A molecular structure, C25H35B2F4N8NaO4S (wB97M-V/def2-TZVPD, the OMol25 dataset).

The geometry in XYZ format:
```
80
Properties=species:S:1:pos:R:3:forces:R:3
Na -0.82023 -0.73561 -0.97949 -0.4 -0.1 -0.5
C 2.32093 3.44453 3.49062 -1.4 -0.5 -1.5
C 1.94478 2.12658 2.86875 0.0 -1.5 -0.3
N 2.79845 1.37699 2.25000 -0.1 1.0 1.5
O 4.05140 1.89721 2.39540 0.3 -0.6 -0.4
B 5.11500 0.84279 2.26116 0.6 0.6 -0.2
F 6.32477 1.55509 2.31749 -0.1 -0.1 0.0
F 5.04843 0.22849 0.96321 -0.3 0.1 0.2
O 5.13834 -0.16362 3.31922 0.2 0.3 0.0
N 3.90963 -0.42917 3.92742 0.5 -1.0 -0.9
C 3.34243 -1.45159 3.40740 -1.0 -0.3 0.6
C 3.78149 -2.35933 2.17334 -3.1 1.6 1.1
C 1.88289 -1.49177 3.97493 1.8 0.3 -1.8
N 1.14196 -1.57398 2.93835 -1.8 -0.3 1.7
O -0.24758 -1.44216 3.31408 1.8 0.0 0.6
B -1.07766 -1.24513 2.21352 -0.6 0.1 -0.1
F -2.37139 -1.59751 2.59435 0.7 0.4 -0.7
F -0.56427 -1.78435 1.05652 -0.5 -0.1 -0.5
O -1.12674 0.41449 1.92354 0.6 -0.9 -0.3
N 0.18713 1.03420 1.74007 -0.1 -0.1 1.9
C 0.58054 1.51249 2.88170 -1.4 0.5 -0.5
C -0.37070 1.59925 4.12874 1.3 0.9 -1.9
C 1.56843 -1.06458 5.39662 -1.5 -1.0 -0.6
H 3.12889 3.36461 4.18677 0.5 0.1 0.3
H 1.40466 3.86288 3.89017 0.1 0.3 0.4
H 2.57630 4.02952 2.58987 0.4 0.2 0.7
H 3.29940 -3.36168 2.27787 0.5 0.8 -0.1
H 4.83025 -2.36181 2.08925 1.2 -0.1 -0.1
H 3.29855 -1.82486 1.30160 0.7 -0.8 0.7
H -0.27891 0.73863 4.73947 0.5 -0.6 0.8
H -1.38547 1.55446 3.77253 -0.3 0.3 -0.1
H -0.15412 2.55505 4.62088 -0.1 -0.4 0.3
H 0.46404 -1.14205 5.56524 0.9 -0.4 -0.1
H 1.76679 -0.01028 5.50403 0.7 0.2 0.2
H 2.11675 -1.70776 6.10029 -0.1 0.5 -0.1
N 2.43361 0.29309 -0.20594 -0.5 -0.1 -1.6
C 2.45483 -0.06417 -1.52080 1.3 0.2 1.4
N 1.53134 -0.58309 -2.25959 -0.3 -0.7 0.0
C 2.08135 -1.05917 -3.46049 -0.7 1.2 -0.2
C 1.40795 -1.75677 -4.47373 -1.0 -0.3 1.3
C 2.07506 -2.07523 -5.63689 -0.2 0.3 0.3
C 3.42878 -1.68316 -5.81880 -1.4 0.0 0.0
C 4.12918 -1.01100 -4.83598 -1.2 0.1 0.4
C 3.39276 -0.65313 -3.68036 1.6 -1.1 -1.0
S 4.06372 0.07106 -2.28688 -0.2 0.4 0.6
H 1.55166 0.49109 0.27190 0.4 -0.1 0.1
H 3.32079 0.54401 0.23577 -0.6 -0.1 -0.1
H 0.35771 -2.07924 -4.24260 1.0 0.4 -0.5
H 1.42883 -2.57210 -6.37151 0.9 0.1 -0.1
H 3.81207 -1.77963 -6.80208 0.7 -0.4 -0.7
H 5.17069 -0.73938 -4.97433 -0.2 0.1 0.1
N -4.19789 1.65934 -6.57784 0.6 -0.1 1.6
H -3.91388 2.28508 -5.76981 -0.4 -1.0 -1.2
H -5.19451 1.57131 -6.47489 -0.7 0.5 -0.1
H -3.95651 0.70662 -6.25332 0.5 0.6 -0.2
C -4.96514 -2.62191 -4.19561 1.1 1.2 0.8
C -3.78584 -2.33006 -4.90448 -1.5 -1.1 0.4
C -2.66128 -1.87420 -4.24059 0.1 0.9 0.3
C -2.65291 -1.47120 -2.88885 -0.3 -1.0 1.0
C -3.88698 -1.80960 -2.18134 2.2 1.5 -0.7
C -4.98028 -2.29108 -2.81545 -2.2 -1.2 -1.1
H -5.87207 -2.95403 -4.66097 -0.2 -0.2 -0.4
H -3.78375 -2.52204 -5.96671 0.2 -0.1 -0.3
H -1.79900 -1.69579 -4.88654 0.1 0.1 0.2
H -3.97703 -1.50495 -1.14728 0.0 -0.1 0.3
H -5.95838 -2.42184 -2.28635 0.9 0.0 -0.2
C -3.55948 1.84360 -0.32151 -0.2 0.0 -1.4
C -2.87285 1.51372 1.03819 -2.0 1.4 -1.5
C -2.33408 2.90925 1.46844 0.9 -0.4 -0.4
C -3.92975 0.90822 2.00764 -0.1 1.4 0.5
N -1.87741 0.56843 0.67082 0.1 0.0 0.0
H -4.52566 2.43142 -0.29952 1.1 -0.3 0.6
H -3.85409 0.93618 -0.88506 0.4 0.2 0.3
H -2.81144 2.39938 -0.97307 -0.9 -0.6 0.7
H -3.04191 3.73158 1.28897 0.2 -0.3 0.0
H -1.37532 3.03758 0.91134 -0.9 0.3 0.0
H -2.00084 2.93772 2.48441 -0.1 0.1 0.9
H -4.85866 1.56087 2.16837 1.3 -0.6 -0.2
H -3.39247 0.80369 2.98142 -0.8 -0.4 -0.5
H -4.24611 -0.04044 1.57700 0.1 -0.1 0.4
```
Positions in Å, forces in eV/Å.

Output
Net charge ... -2
Total energy ... -74081.43641 eV
Spin multiplicity ... 1
HOMO energy ... -0.0689 Eh
Kohn-Sham gap ... 0.2116 hartree
LUMO ... 3.88 eV

Quick look at the Mulliken charges, all values in e: 0.68 -1.47 -0.19 0.38 -0.54 0.62 -0.39 -0.39 -0.37 -0.44 0.65 -1.20 0.80 -0.34 -0.52 0.40 -0.28 -0.39 0.88 -0.89 0.98 -1.13 -1.42 0.28 0.47 0.32 0.39 0.46 0.09 0.03 0.00 0.50 0.33 0.20 0.45 0.48 0.78 -0.30 -1.00 -0.06 -0.51 -0.47 -0.68 1.20 -0.31 -0.02 -0.07 0.29 0.35 0.35 0.35 -0.74 0.25 0.21 0.28 -0.56 -0.62 -0.42 -0.35 -0.09 -0.31 0.35 0.38 0.28 0.41 0.26 -1.44 1.74 -1.86 -1.36 -0.46 0.33 0.20 0.32 0.44 0.31 0.36 0.32 0.20 0.24


# C25H35BrIN4OSSi2W

A molecular structure, C25H35BrIN4OSSi2W (wB97M-V/def2-TZVPD, the OMol25 dataset).

The geometry in XYZ format:
```
71
Properties=species:S:1:pos:R:3:forces:R:3
W -0.13952 0.24609 -0.28283 -0.8 -0.6 1.6
N -3.12560 2.93401 -1.68848 0.9 -0.9 -0.3
C -3.40811 3.19630 -0.37063 0.3 -0.2 1.2
C -4.34976 4.03552 0.20994 0.1 -0.1 -0.1
C -4.34871 4.10976 1.58664 0.1 0.0 0.0
C -3.42716 3.38680 2.35351 -0.1 -0.1 0.0
C -2.49575 2.54391 1.77860 0.1 -0.2 -0.3
C -2.49370 2.42906 0.38935 -0.7 0.5 0.3
N -1.69530 1.69172 -0.48998 0.6 0.2 -0.5
C -2.10231 2.06062 -1.72296 -0.4 0.7 0.1
C -1.38446 1.59847 -2.86627 0.2 0.0 -1.4
C -1.56353 1.90395 -4.19377 0.1 -0.2 0.7
S -0.35363 1.18191 -5.14603 0.1 0.0 0.7
C 0.32986 0.51380 -3.73797 -0.2 0.1 0.3
N -0.29785 0.78548 -2.60242 -0.7 -0.1 -0.2
H -3.59397 3.34790 -2.48054 0.0 -0.1 -0.1
H -5.04208 4.60842 -0.38503 -0.1 0.1 -0.1
H -5.05647 4.75145 2.08584 -0.1 0.1 0.0
H -3.45069 3.49832 3.42580 0.0 0.0 0.1
H -1.77515 2.01293 2.37873 0.0 0.1 0.1
H -2.33121 2.51456 -4.62619 -0.2 0.1 -0.2
H 1.22962 -0.06935 -3.79762 0.1 -0.1 0.0
C 0.79483 3.77208 -0.49502 0.0 -0.8 0.2
Si 1.42004 2.14539 0.32423 1.4 1.6 0.6
C 1.58903 2.37702 2.22175 -0.3 -0.3 -0.7
C 3.15323 1.66552 -0.39798 -0.8 -0.2 0.2
C -1.03608 -0.08201 1.50824 0.9 0.5 -3.0
Si -2.47955 -1.34058 1.23278 -1.3 -0.5 -1.3
C -3.85702 -0.54689 0.16433 0.5 -0.2 0.7
C -3.15805 -2.03479 2.85289 0.5 0.4 -0.4
C -1.67563 -2.57887 -0.01752 -0.2 0.3 0.6
H 1.50056 4.57412 -0.29990 0.3 0.0 0.1
H -0.15805 4.08994 -0.07975 -0.1 0.0 0.1
H 0.68448 3.71342 -1.57545 0.0 -0.2 -0.2
H 2.43027 3.03222 2.43212 0.2 0.2 -0.2
H 1.77007 1.45388 2.76946 0.0 -0.1 -0.1
H 0.71482 2.85741 2.65223 -0.2 0.1 0.0
H 3.90149 2.33295 0.01596 0.0 0.3 0.2
H 3.20940 1.77722 -1.47739 -0.1 0.0 -0.2
H 3.45123 0.65750 -0.10883 -0.1 -0.1 0.1
H -0.91841 0.16246 2.56461 0.5 -0.2 0.0
H -4.28488 0.33681 0.62577 -0.1 0.2 0.1
H -4.66140 -1.27140 0.07120 -0.1 -0.2 0.0
H -3.53716 -0.29804 -0.84806 0.1 0.0 0.0
H -3.66501 -1.25820 3.42061 0.0 0.2 0.0
H -2.39881 -2.46821 3.49675 0.2 -0.1 0.0
H -3.89529 -2.80609 2.65029 -0.1 -0.1 -0.2
H -1.10235 -2.06037 -0.81832 -0.2 -0.3 0.2
H -2.45182 -3.16003 -0.50950 -0.2 0.0 -0.1
H -1.01416 -3.28539 0.47956 0.2 0.0 -0.1
Br 3.33638 -2.21018 4.29398 0.2 -0.2 -0.1
C 3.68973 -3.20425 2.72773 -0.2 0.4 0.1
C 4.70472 -4.15729 2.71752 -0.2 0.1 0.1
C 4.96737 -4.88527 1.57056 0.0 0.0 0.0
C 4.21546 -4.68329 0.42448 -0.1 0.0 0.1
C 3.19640 -3.74331 0.42821 -0.2 0.2 -0.3
C 2.95354 -3.00293 1.56689 0.0 0.6 0.1
I 1.31192 -1.50344 1.58487 0.9 -1.2 0.7
H 5.27799 -4.32115 3.61653 0.0 0.0 0.1
H 5.76002 -5.61931 1.57541 0.0 0.0 0.0
H 4.41149 -5.26004 -0.46722 0.0 -0.1 0.0
H 2.58966 -3.60523 -0.45214 -0.1 0.0 -0.1
C 1.53015 -2.88454 -2.78673 -0.1 0.0 0.1
C 2.08209 -1.65759 -2.13063 0.2 -0.4 0.0
N 3.35735 -1.35985 -2.29580 -0.1 0.4 0.1
O 1.32991 -0.90798 -1.44795 -0.6 0.6 0.4
H 2.30465 -3.58022 -3.09913 0.1 0.0 0.0
H 0.96386 -2.59870 -3.67625 0.0 0.1 0.0
H 0.83447 -3.38925 -2.11559 0.0 0.1 0.0
H 3.99069 -1.95683 -2.80901 -0.1 -0.1 0.0
H 3.74185 -0.50804 -1.89846 -0.1 -0.2 0.0
```
Positions in Å, forces in eV/Å.

Output
Net charge ... +3
Total energy ... -141034.21794 eV
Spin multiplicity ... 1
HOMO energy (spin up / spin down) ... -0.5906 / -0.5906 Eh
Kohn-Sham gap (spin up / spin down) ... 0.1811 / 0.1835 hartree
LUMO (spin up / spin down) ... -11.14 / -11.08 eV

Quick look at the Mulliken charges, all values in e: 0.32 0.10 0.98 -1.15 -0.65 -1.00 -0.47 -0.26 1.30 0.12 -0.63 -0.69 -0.03 -0.43 0.05 0.27 0.51 0.48 0.51 0.35 0.46 0.50 -1.10 0.41 -1.10 -1.18 -0.23 0.13 -0.92 -1.11 -1.00 0.51 0.23 0.34 0.50 0.34 0.33 0.55 0.37 0.19 1.11 0.28 0.52 0.23 0.37 0.40 0.40 0.16 0.57 0.35 -0.16 0.03 -0.44 -0.61 -0.74 0.06 -0.06 0.66 0.43 0.42 0.42 0.43 -1.07 -0.12 -0.07 0.11 0.54 0.23 0.31 0.27 0.15